{"formula": "CH10N2O2", "method": "ωB97M-V with the def2-TZVPD basis set", "energy_ha": -304.061972, "e_lumo_ev": 0.70, "smiles": "NCN.O.O", "total_charge": 0, "multiplicity": 1, "species": ["N", "C", "N", "H", "H", "H", "H", "H", "H", "O", "H", "H", "O", "H", "H"], "xyz": [[-2.3381, 1.0501, -0.6788], [-1.5724, -0.1693, -0.5139], [-0.0992, 0.0727, -0.1724], [-2.8437, 1.2267, -1.5471], [-3.0635, 0.9744, 0.0257], [-2.0590, -0.7798, 0.2393], [-1.4800, -0.8071, -1.4047], [0.1300, 0.8908, -0.7237], [0.0662, 0.2185, 0.8210], [0.1792, -3.0033, -0.4367], [-0.4719, -2.9950, -1.1483], [0.4031, -2.0598, -0.3587], [3.4590, 1.9588, 1.7201], [2.6968, 2.5483, 1.7751], [3.8906, 2.3579, 0.9553]], "forces_ev_per_a": [[-0.790, 0.032, 0.496], [1.835, -0.337, -0.411], [-1.704, -0.667, -0.301], [0.632, -0.516, 0.015], [-0.035, 0.640, -0.066], [0.396, -0.170, 0.288], [-0.528, 0.462, -0.082], [0.394, 0.095, 0.396], [-0.201, 0.373, -0.329], [-0.143, 0.295, -0.200], [0.092, -0.219, 0.089], [0.066, 0.003, 0.103], [-0.246, 0.598, -0.417], [-0.175, -0.240, 0.421], [0.406, -0.349, -0.002]], "nbo_charge": [-0.86, -0.07, -0.88, 0.37, 0.36, 0.18, 0.17, 0.37, 0.37, -0.95, 0.46, 0.49, -0.92, 0.46, 0.46]}

---

{"formula": "C21H37BBrCl16NO7", "method": "ωB97M-V with the def2-TZVPD basis set", "energy_ha": -11365.803045, "e_lumo_ev": 0.15, "smiles": "CCC[C@]1(CC(=O)Br)OC(=O)O[C@]1(CCCOC(C)=O)B(N)O.ClCCl.ClCCl.ClCCl.ClCCl.ClCCl.ClCCl.ClCCl.ClCCl", "total_charge": 0, "multiplicity": 1, "species": ["C", "C", "C", "C", "C", "C", "O", "Br", "O", "C", "O", "O", "C", "C", "C", "C", "O", "C", "C", "O", "B", "N", "O", "H", "H", "H", "H", "H", "H", "H", "H", "H", "H", "H", "H", "H", "H", "H", "H", "H", "H", "H", "H", "H", "Cl", "C", "Cl", "H", "H", "Cl", "C", "Cl", "H", "H", "Cl", "C", "Cl", "H", "H", "Cl", "C", "Cl", "H", "H", "Cl", "C", "Cl", "H", "H", "Cl", "C", "Cl", "H", "H", "Cl", "C", "Cl", "H", "H", "Cl", "C", "Cl", "H", "H"], "xyz": [[1.1260, -3.6939, -0.5429], [0.7413, -2.2739, -0.0802], [-0.5234, -1.7720, -0.7700], [-0.6458, -0.2473, -0.8448], [-1.8117, 0.0005, -1.8338], [-1.7669, 1.2762, -2.6538], [-2.5624, 2.1693, -2.4987], [-0.4467, 1.4861, -4.0673], [0.5881, 0.2233, -1.4301], [1.1319, 1.0868, -0.5186], [1.7994, 2.0331, -0.8307], [0.7044, 0.7029, 0.7055], [-0.7180, 0.4824, 0.5076], [-1.5440, 1.7733, 0.5539], [-1.2053, 2.7096, 1.7090], [0.1060, 3.4755, 1.5725], [1.0603, 2.8788, 2.4529], [2.2761, 3.4761, 2.5194], [2.9084, 4.0584, 1.2939], [2.8508, 3.4781, 3.5907], [-1.2208, -0.4052, 1.7489], [-2.3908, -1.2241, 1.7037], [-0.4817, -0.3142, 2.9238], [1.2874, -4.3194, 0.3276], [0.3377, -4.1530, -1.1228], [2.0570, -3.6956, -1.0920], [1.5988, -1.6460, -0.2505], [0.5653, -2.3541, 0.9913], [-1.3554, -2.2207, -0.2529], [-0.5465, -2.1937, -1.7621], [-2.7291, 0.0551, -1.2595], [-1.9195, -0.8217, -2.5289], [-1.3862, 2.3351, -0.3598], [-2.5955, 1.5118, 0.5936], [-1.2484, 2.2397, 2.6856], [-1.9786, 3.4707, 1.7048], [0.4246, 3.4768, 0.5362], [-0.0760, 4.4997, 1.8842], [3.2924, 3.2496, 0.6842], [3.7563, 4.6531, 1.6251], [2.2411, 4.6931, 0.7287], [-3.1435, -0.6995, 1.2655], [-2.7011, -1.3628, 2.6631], [0.2185, -0.9714, 2.9585], [7.3351, 4.3980, 4.7281], [5.7096, 4.7468, 4.1115], [5.7378, 5.1360, 2.3863], [5.0817, 3.8764, 4.2525], [5.3064, 5.5943, 4.6510], [-1.2110, -4.2988, -3.7020], [-2.6789, -4.6587, -2.7904], [-3.2459, -3.2705, -1.8464], [-3.4611, -4.9131, -3.4978], [-2.4862, -5.4912, -2.1244], [-1.8809, -1.9613, -6.7152], [-2.2957, -3.5464, -7.3934], [-3.1367, -4.5712, -6.2250], [-2.9406, -3.4135, -8.2534], [-1.3720, -4.0304, -7.6859], [3.8439, 0.7673, 1.0752], [5.0223, -0.5469, 1.2213], [4.5436, -1.9987, 0.3354], [5.9696, -0.2011, 0.8252], [5.1259, -0.8014, 2.2690], [-6.3116, -3.3470, -3.8050], [-6.2553, -1.8646, -4.7751], [-4.6284, -1.5255, -5.3611], [-6.9151, -1.9810, -5.6264], [-6.5811, -1.0375, -4.1573], [-4.7527, 0.3547, -2.7030], [-5.6655, 0.1847, -1.2000], [-4.6063, -0.0329, 0.2028], [-6.2574, 1.0790, -1.0479], [-6.3068, -0.6857, -1.2811], [8.8917, 0.0499, 2.4310], [8.5743, 1.7128, 1.9171], [7.1238, 1.8245, 0.9154], [8.4318, 2.3283, 2.7978], [9.4210, 2.0657, 1.3414], [-1.0975, -2.7551, 6.6095], [-1.7788, -1.2783, 5.9200], [-3.2510, -1.6057, 4.9929], [-2.0248, -0.5972, 6.7251], [-1.0519, -0.8317, 5.2518]], "forces_ev_per_a": [[-0.102, 0.171, 0.621], [-0.070, -0.778, 0.013], [0.925, -0.074, 0.685], [-0.486, -1.360, -1.418], [0.602, 0.753, 0.148], [-1.295, 1.449, 0.492], [1.350, -0.856, -0.283], [-0.165, -0.328, 0.120], [-0.135, 1.104, 0.366], [-0.024, -0.073, -1.135], [-0.097, -0.917, 0.611], [0.025, 1.498, -0.012], [-0.305, -1.217, 0.775], [0.954, 0.139, -0.165], [-0.182, 0.357, -0.175], [-0.515, -0.528, 0.136], [0.481, 0.652, -0.138], [0.318, -0.092, 1.090], [0.079, 0.357, 0.310], [-0.272, -0.220, -0.572], [0.442, -0.351, -0.026], [-0.051, 1.580, 0.876], [-0.165, -0.480, 0.038], [0.071, -0.261, 0.120], [-0.116, -0.148, -0.306], [0.099, -0.002, -0.393], [0.135, 0.467, 0.070], [0.065, 0.364, 0.248], [-0.463, 0.125, 0.073], [0.106, 0.186, -0.538], [0.136, 0.017, -0.064], [0.203, -0.238, -0.163], [-0.115, 0.200, -0.263], [-0.104, -0.012, -0.091], [0.082, -0.215, 0.160], [-0.329, 0.090, 0.061], [0.290, -0.026, -0.120], [0.191, 0.255, 0.110], [-0.195, -0.016, -0.319], [-0.546, -0.213, -0.149], [-0.216, -0.083, -0.315], [0.577, -0.985, -0.181], [0.085, -0.522, -0.064], [0.348, 0.195, 0.094], [0.024, -0.005, 0.031], [-0.108, -0.101, 0.026], [0.739, 0.253, 0.288], [-0.014, -0.028, -0.079], [0.086, 0.059, -0.014], [0.232, 0.048, 0.366], [-0.151, -0.024, -0.183], [-0.158, -0.195, -0.016], [0.001, 0.056, -0.028], [0.072, 0.094, 0.094], [0.243, -0.075, -0.192], [0.099, 0.089, 0.030], [-0.256, -0.187, -0.392], [-0.055, 0.113, 0.056], [0.005, -0.056, 0.083], [0.214, -0.359, 0.032], [0.104, 0.008, 0.104], [-0.108, -0.082, -0.037], [-0.231, -0.193, -0.009], [-0.074, -0.025, 0.029], [-0.086, 0.011, 0.011], [-0.016, 0.083, -0.090], [-0.275, -0.039, -0.070], [0.037, -0.105, -0.021], [0.043, 0.000, 0.070], [-0.847, -0.134, 0.101], [-0.226, 0.077, -0.371], [-1.279, 0.293, -0.370], [0.088, 0.061, 0.048], [0.096, -0.080, 0.070], [0.012, -0.015, 0.019], [0.072, 0.111, 0.038], [0.251, 0.456, -0.017], [-0.085, -0.035, 0.022], [-0.001, -0.070, -0.058], [0.014, 0.027, -0.003], [0.176, 0.114, 0.015], [-0.134, 0.006, 0.136], [-0.084, -0.067, 0.042], [-0.036, -0.047, -0.089]], "mulliken_charge": [-1.33, 0.35, -2.28, 1.77, 0.75, 0.05, -0.48, -0.16, -0.32, 0.07, -0.56, 0.03, 0.78, -0.73, -1.37, -0.75, -0.12, 0.53, -0.17, -0.60, 1.30, -0.32, -0.65, 0.37, 0.27, 0.31, -0.16, -0.16, 0.59, 0.81, -1.66, 1.04, 0.41, 0.20, 0.29, 0.67, 0.31, 0.59, 0.21, -0.31, 0.37, -0.25, -0.04, 0.25, -0.19, -0.13, -0.19, 0.15, 0.35, -0.14, -0.37, -0.02, 0.23, 0.36, -0.11, -0.41, -0.10, 0.33, 0.32, -0.01, -0.36, -0.17, 0.17, 0.30, -0.16, -0.31, -0.05, 0.36, 0.17, -0.10, -0.49, -0.12, 0.46, 0.33, -0.17, 0.01, -0.11, -0.01, 0.30, -0.18, 0.18, -0.19, 0.34, -0.15]}

---

{"formula": "C23H30IN5O3Pt", "method": "ωB97M-V with the def2-TZVPD basis set", "energy_ha": -1810.358229, "e_lumo_ev": -5.82, "total_charge": 2, "multiplicity": 1, "species": ["Pt", "C", "C", "N", "C", "C", "N", "C", "C", "H", "H", "H", "H", "H", "H", "H", "H", "H", "H", "H", "H", "H", "N", "C", "N", "C", "O", "C", "I", "H", "H", "H", "H", "C", "O", "C", "C", "C", "C", "C", "C", "N", "C", "C", "C", "C", "C", "C", "C", "O", "H", "H", "H", "H", "H", "H", "H", "H", "H", "H", "H", "H", "H"], "xyz": [[0.9979, 1.1448, -0.5700], [-1.9354, -2.2067, -2.0696], [-1.3083, -1.0333, -1.2824], [-0.2358, -0.4153, -2.0780], [-0.8048, 0.2405, -3.2638], [-1.6629, -0.7723, -4.0573], [-1.4066, -2.1375, -3.4760], [0.0670, -2.4228, -3.4860], [0.7322, -1.4416, -2.4962], [-3.0206, -2.1408, -2.1096], [-1.6651, -3.1782, -1.6608], [-0.9008, -1.3775, -0.3304], [-2.0522, -0.2713, -1.0565], [0.0107, 0.6375, -3.8649], [-1.4120, 1.0850, -2.9453], [-1.4053, -0.7948, -5.1139], [-2.7289, -0.5719, -3.9692], [-1.8822, -2.8345, -4.0465], [0.4214, -2.2833, -4.5055], [0.2178, -3.4642, -3.2097], [1.5885, -0.9547, -2.9557], [1.0882, -1.9590, -1.6054], [1.0438, 3.3282, -2.7830], [1.0071, 2.5060, -1.9737], [4.4428, 1.6894, -2.2350], [3.6631, 1.0871, -1.3575], [2.5575, 0.5881, -1.6704], [4.1730, 1.0443, 0.0657], [2.8253, -0.1410, 1.1700], [4.1173, 1.8031, -3.1855], [5.3124, 2.1256, -1.9756], [4.1751, 2.0441, 0.4940], [5.1612, 0.6015, 0.1589], [1.0704, -3.6487, 2.5684], [0.7008, -2.2742, 2.7144], [-0.5901, -1.9381, 2.4485], [-1.5227, -2.7593, 1.8325], [-2.8084, -2.2781, 1.6002], [-3.1604, -0.9857, 1.9611], [-2.2360, -0.1770, 2.6067], [-0.9657, -0.6559, 2.8537], [-0.0248, 0.0549, 3.6504], [0.2072, 1.3271, 3.7755], [-0.1508, 2.4150, 2.9713], [-0.0601, 3.7010, 3.5856], [-0.3648, 4.8385, 2.9062], [-0.7560, 4.7296, 1.5530], [-0.8016, 3.5095, 0.9290], [-0.4746, 2.3185, 1.6053], [-0.4185, 1.1478, 0.9843], [2.0641, -3.7414, 2.9942], [1.1011, -3.9321, 1.5154], [0.3806, -4.2979, 3.1073], [-1.2650, -3.7712, 1.5574], [-3.5433, -2.9325, 1.1504], [-4.1578, -0.6145, 1.7709], [-2.5149, 0.8102, 2.9551], [0.4974, -0.5473, 4.2767], [0.7735, 1.5706, 4.6707], [0.2338, 3.7561, 4.6274], [-0.3127, 5.8016, 3.3925], [-1.0119, 5.6228, 0.9975], [-1.0701, 3.4265, -0.1166]], "forces_ev_per_a": [[0.547, -0.215, 1.461], [-0.086, 0.093, 0.188], [0.226, 0.067, -0.240], [-0.462, -0.875, -0.434], [0.033, -0.220, 0.219], [0.003, 0.220, -0.029], [-0.017, 0.028, -0.008], [0.200, -0.002, 0.024], [-0.381, 0.077, -0.025], [-0.015, -0.020, -0.101], [0.061, -0.049, -0.060], [-0.048, -0.006, -0.107], [0.011, 0.029, 0.015], [0.008, 0.004, -0.030], [0.000, 0.033, 0.001], [0.020, -0.107, -0.009], [-0.023, -0.078, 0.041], [-0.017, 0.004, 0.000], [-0.079, 0.008, -0.039], [-0.086, -0.030, 0.007], [-0.068, -0.053, -0.053], [-0.023, -0.037, 0.020], [0.226, -0.172, -0.242], [-1.311, 0.638, 0.805], [-0.533, -0.446, -0.109], [1.038, 0.874, 0.357], [0.857, -0.201, -1.360], [-0.219, -0.012, 0.014], [-0.252, -0.437, 0.766], [-0.054, 0.110, -0.002], [0.087, -0.105, 0.056], [-0.023, 0.010, 0.018], [0.047, 0.018, -0.174], [0.022, 0.018, 0.023], [0.066, -0.086, 0.073], [-0.004, 0.022, -0.025], [-0.048, -0.008, 0.006], [0.043, 0.069, 0.000], [0.026, -0.054, -0.026], [-0.110, -0.003, 0.092], [0.007, -0.066, 0.088], [-0.031, -0.777, -0.149], [0.219, 0.505, 0.368], [-0.068, 0.310, 0.380], [0.005, -0.008, 0.089], [-0.053, -0.032, -0.121], [0.002, -0.112, 0.164], [-0.102, -0.055, -0.192], [-0.106, -0.145, -0.486], [0.488, 1.353, -1.132], [0.016, 0.012, 0.003], [-0.028, 0.003, -0.038], [-0.006, 0.017, 0.020], [0.003, -0.040, -0.005], [-0.017, -0.011, -0.018], [-0.015, -0.022, 0.050], [0.012, -0.024, -0.056], [-0.094, -0.019, 0.037], [0.043, -0.034, -0.031], [0.005, -0.019, -0.007], [0.000, 0.010, -0.035], [0.009, -0.022, -0.016], [0.046, 0.067, -0.030]], "nbo_charge": [0.82, -0.25, -0.26, -0.46, -0.26, -0.25, -0.33, -0.25, -0.26, 0.24, 0.23, 0.24, 0.24, 0.24, 0.25, 0.24, 0.24, 0.45, 0.24, 0.24, 0.25, 0.22, -0.44, -0.04, -0.71, 0.71, -0.65, -0.66, 0.28, 0.44, 0.43, 0.28, 0.27, -0.26, -0.53, 0.35, -0.32, -0.19, -0.23, -0.16, 0.05, -0.47, 0.26, -0.31, -0.11, -0.25, -0.10, -0.31, 0.50, -0.78, 0.22, 0.18, 0.20, 0.23, 0.23, 0.24, 0.24, 0.43, 0.22, 0.22, 0.24, 0.24, 0.23]}

---

{"formula": "C4H7N3", "method": "ωB97M-V with the def2-TZVPD basis set", "energy_ha": -320.782168, "e_lumo_ev": 0.91, "smiles": "[H]/N=C/N1C=CCN1", "total_charge": 0, "multiplicity": 1, "species": ["H", "N", "C", "N", "C", "C", "C", "N", "H", "H", "H", "H", "H", "H"], "xyz": [[3.1051, -1.4555, -0.6896], [2.4516, -0.6566, -0.7933], [1.6034, -0.9028, 0.1527], [0.4664, -0.0706, 0.3814], [-0.7607, -0.5695, 0.7821], [-1.7734, 0.1211, 0.1566], [-1.1546, 1.3633, -0.2010], [0.2999, 0.9915, -0.5699], [1.5950, -1.5445, 0.9713], [-0.7116, -1.5085, 1.3881], [-2.8479, -0.1956, 0.2443], [-1.4995, 1.9204, -1.0361], [-1.0238, 2.0099, 0.6805], [0.2502, 0.4973, -1.4672]], "forces_ev_per_a": [[0.108, 0.807, -0.404], [-1.006, -1.867, 1.761], [-1.145, 3.367, -1.220], [2.383, 0.191, -0.602], [-0.973, -1.287, -1.187], [-0.723, -3.322, 2.681], [2.630, 1.809, -1.117], [-1.862, -0.288, 0.958], [0.727, -2.035, 0.971], [-0.468, 0.989, -0.685], [1.303, 0.812, -0.079], [-0.741, 0.550, -0.575], [-0.308, 0.153, -0.305], [0.077, 0.120, -0.198]], "nbo_charge": [0.34, -0.65, 0.27, -0.30, 0.00, -0.34, -0.27, -0.40, 0.16, 0.22, 0.24, 0.21, 0.19, 0.33]}

---

Question: What is the formula in the first record?
Answer: CH10N2O2